DFT (the ωB97M-V functional and the def2-TZVPD basis) results for a structure of composition C19H29CrFN5O13PS2 at a distorted geometry.

```
71
Properties=species:S:1:pos:R:3:lowdin_spin:R:1
Cr -1.1950 -1.0668 -0.0183 2.0893
C 2.1497 -6.1260 3.3561 -0.0001
C 1.5824 -5.1099 2.3816 -0.0004
O 0.5828 -4.3509 3.0527 -0.0004
P 0.4479 -2.7523 2.8068 -0.0011
S -0.8183 -2.0880 4.1321 -0.0012
S 0.5630 -2.5470 0.7619 -0.0092
O 1.9769 -2.3404 3.2602 0.0010
C 2.2847 -1.0216 3.6895 0.0002
C 3.6005 -1.0666 4.4448 0.0000
H 2.9555 -6.6866 2.8764 0.0000
H 1.3710 -6.8177 3.6809 0.0000
H 2.5455 -5.6148 4.2343 0.0000
H 1.1242 -5.6057 1.5218 0.0002
H 2.3731 -4.4540 2.0144 -0.0006
H 1.4832 -0.6497 4.3299 0.0000
H 2.3642 -0.3562 2.8258 0.0002
H 3.5302 -1.7864 5.2620 0.0000
H 3.8226 -0.0784 4.8521 0.0000
H 4.4153 -1.3723 3.7854 0.0000
C -5.2133 0.4508 0.5479 0.0004
C -3.9077 0.1063 1.2471 0.0010
C -3.8524 0.6141 2.6815 0.0002
O -2.8416 0.7008 0.4843 0.0078
C -3.7168 -1.4433 1.3064 0.0050
O -4.7031 -2.1442 1.5129 0.0048
O -2.5040 -1.8248 1.2038 0.0224
H -5.4312 1.5179 0.6517 0.0001
H -6.0196 -0.1443 0.9715 0.0000
H -5.1096 0.2050 -0.5096 0.0000
H -3.9400 1.7051 2.7055 0.0000
H -2.9076 0.3129 3.1420 0.0001
H -4.6651 0.1735 3.2597 0.0000
H -2.1797 1.0140 1.1202 0.0004
F -0.8396 4.5981 -1.6166 -0.0001
C 0.3617 4.1498 -1.2175 -0.0001
C 0.4542 2.9707 -0.5718 0.0001
N 1.6559 2.4733 -0.1439 0.0004
C 1.7008 1.2507 0.6689 0.0002
C 0.4615 1.2290 1.6004 0.0032
O 0.4537 2.0403 2.5234 0.0050
O -0.4390 0.3725 1.3383 0.0129
C 2.8301 3.1472 -0.3932 0.0000
O 3.9323 2.7443 -0.0684 0.0000
N 2.6810 4.3415 -1.0735 0.0000
C 1.5050 4.9670 -1.5020 -0.0001
O 1.5485 6.0519 -2.0474 -0.0002
H -0.4245 2.3667 -0.3810 0.0000
H 2.6083 1.3033 1.2614 0.0000
H 1.7157 0.3563 0.0496 -0.0005
H 3.5354 4.8522 -1.2323 0.0000
O -3.2903 -2.8087 -2.9583 0.0046
N -2.8091 -2.0756 -2.0937 0.0041
O -3.2345 -0.9241 -1.8788 0.0053
O -1.8659 -2.5142 -1.3514 0.0003
N -0.3635 -0.3087 -1.4960 -0.0557
C -0.1271 0.2683 -2.4868 -0.0723
N 0.2053 0.7866 -3.6627 -0.0071
C 1.5781 1.2316 -3.8961 -0.0065
C 1.8404 1.2264 -5.3932 -0.0018
O 0.9109 2.0360 -6.0896 -0.0002
C -0.4211 1.5966 -5.8667 -0.0011
C -0.7784 1.5955 -4.3891 -0.0083
H 2.2706 0.5634 -3.3861 -0.0006
H 1.7204 2.2491 -3.5165 0.0003
H 1.7862 0.1939 -5.7651 -0.0001
H 2.8292 1.6337 -5.6045 -0.0006
H -0.5513 0.5897 -6.2848 -0.0001
H -1.0665 2.2948 -6.3984 -0.0003
H -1.7683 1.1705 -4.2299 -0.0012
H -0.7741 2.6278 -4.0224 0.0000
```

Summary:
Electronic energy (Eh): -4275.5501
Gap between HOMO and LUMO (spin up / spin down) (Ha): 0.231 / 0.169
Spin multiplicity: 3
M (g mol⁻¹): 701.565
⟨S²⟩: 2.155
Total charge: -2